# 1
Molecular formula: C29H69F5N5P
Method: DFT, wB97M-V/def2-TZVPD

Geometry as XYZ:
```
109
Properties=species:S:1:pos:R:3:forces:R:3:mulliken_charge:R:1
N -1.00673 -0.53468 2.67991 -0.043 -0.191 -0.803 -0.458
P -2.66255 -0.67090 2.18044 -1.212 -0.178 1.405 -0.059
C -3.19999 0.97277 1.47817 0.847 -0.209 -0.222 -0.797
C -2.37596 2.17766 1.97695 -0.529 -0.290 -0.560 -0.985
C -1.66288 2.92417 0.84499 -0.171 0.196 0.885 -0.591
C -0.22244 2.55589 0.59342 -1.735 1.371 -1.430 1.144
F -0.00842 1.26459 0.57093 0.429 -1.988 0.227 -0.264
F 0.53633 3.11644 1.52008 1.206 0.494 1.099 -0.334
C 0.19874 3.07496 -0.80645 -0.188 -1.006 1.915 0.384
F -0.23835 4.27285 -1.02857 -0.602 2.263 -0.301 -0.185
F -0.30205 2.28598 -1.70779 -1.076 -1.391 -1.682 -0.272
F 1.48616 3.05134 -0.93413 2.377 0.164 -0.153 -0.290
H -0.93503 -0.40242 3.67844 -0.159 -0.204 0.041 0.246
H -0.53180 -1.39657 2.43392 0.331 0.220 -0.030 0.174
H -2.63612 -1.53990 1.06467 0.605 0.396 -0.180 0.021
H -4.22327 1.07055 1.79968 -0.386 -0.020 0.242 0.437
H -3.23932 0.98655 0.39822 0.138 -0.140 -0.390 0.441
H -3.07916 2.87815 2.40042 -0.157 0.292 0.260 0.372
H -1.71158 1.88692 2.77701 0.431 0.021 0.133 0.567
H -1.64288 3.97224 1.11763 0.127 0.364 -0.051 0.177
H -2.25048 2.87446 -0.05774 -0.123 -0.214 -0.428 0.283
C -4.94852 1.74580 -4.89973 0.043 -0.029 0.020 -1.359
C -4.71078 2.99095 -5.74111 0.049 -0.147 -0.026 -0.397
N -4.65757 4.20982 -4.95790 -0.108 0.202 0.052 0.161
C -4.72742 5.41881 -5.75972 -0.146 0.113 -0.164 -0.603
C -3.58343 5.70480 -6.74024 0.007 0.132 0.022 -0.987
C -3.68452 4.22252 -3.87979 0.043 -0.225 0.216 -0.155
C -2.21480 3.98211 -4.23767 0.051 0.109 0.024 -0.466
H -5.83836 1.86003 -4.27892 0.020 0.040 0.017 0.329
H -5.09757 0.88347 -5.55082 0.012 0.007 -0.008 0.435
H -4.10010 1.52073 -4.25149 -0.018 -0.004 0.005 0.239
H -5.53999 3.08072 -6.44832 0.023 0.145 -0.008 0.477
H -3.80361 2.84211 -6.34792 -0.012 -0.051 -0.023 0.275
H -4.84265 6.27657 -5.09076 0.067 -0.068 0.097 0.299
H -5.66021 5.37837 -6.33207 0.008 -0.110 0.009 0.406
H -2.68107 6.03443 -6.22698 0.037 -0.070 -0.011 0.215
H -3.87631 6.51058 -7.41690 -0.018 -0.014 0.005 0.407
H -3.33906 4.83711 -7.35354 0.002 -0.021 0.022 0.274
H -3.98501 3.46793 -3.14571 -0.013 -0.052 -0.087 0.258
H -3.77042 5.16916 -3.34438 -0.074 0.076 -0.144 -0.288
H -2.08589 3.14087 -4.92028 -0.030 0.003 -0.009 0.385
H -1.65265 3.75347 -3.33470 0.041 -0.025 0.079 -0.172
H -1.75292 4.86197 -4.68454 -0.007 -0.045 -0.090 0.232
C -2.34692 9.11645 2.22075 -0.045 0.022 0.013 -1.438
C -2.17582 8.62839 0.79004 -0.022 0.151 0.070 -0.394
N -2.60252 7.25589 0.59781 0.051 -0.271 -0.015 0.329
C -2.17631 6.68759 -0.66907 0.122 0.052 -0.225 -0.004
C -2.73949 7.31594 -1.95298 0.044 -0.109 -0.037 -1.214
C -3.96810 6.95837 0.99578 -0.153 0.047 0.246 -0.529
C -5.10164 7.75956 0.34382 -0.107 -0.093 -0.019 -1.086
H -1.85287 8.44349 2.92295 -0.025 -0.034 -0.018 0.323
H -1.90106 10.10600 2.32851 -0.006 0.002 -0.014 0.443
H -3.39745 9.20085 2.50260 0.011 -0.006 0.014 0.299
H -1.11292 8.68865 0.54051 -0.019 -0.109 -0.103 0.425
H -2.69122 9.32643 0.11179 0.018 0.046 0.020 0.304
H -2.39604 5.61665 -0.66482 -0.133 0.032 0.050 -0.270
H -1.08463 6.75047 -0.70852 -0.013 0.096 0.060 0.377
H -3.78307 7.04824 -2.11268 -0.034 0.103 0.044 0.120
H -2.18477 6.95632 -2.82330 0.046 -0.018 0.048 0.385
H -2.65412 8.40283 -1.94209 -0.025 0.007 0.015 0.404
H -4.03936 7.09197 2.07880 0.055 0.064 -0.017 0.465
H -4.14929 5.89101 0.83982 0.108 -0.002 -0.120 0.156
H -4.88890 8.82906 0.31550 0.036 -0.005 0.006 0.250
H -6.02045 7.62725 0.91912 0.017 -0.004 0.013 0.406
H -5.31139 7.42352 -0.67043 0.039 0.076 -0.034 0.269
C 3.28562 -1.18692 -0.34405 0.032 -0.010 -0.075 -1.515
C 3.40124 -2.06159 0.89451 0.124 0.130 -0.071 -0.371
N 2.54465 -3.23099 0.85971 -0.216 -0.100 0.106 0.255
C 2.43448 -3.89943 2.14268 -0.091 0.012 0.279 -0.744
C 3.69629 -4.53220 2.74133 -0.045 -0.106 0.066 -0.653
C 2.70488 -4.09795 -0.29429 0.005 0.030 -0.308 -0.757
C 4.09564 -4.68458 -0.56459 -0.020 -0.126 -0.057 -0.477
H 2.24916 -0.90459 -0.53435 -0.018 -0.051 0.025 0.337
H 3.86261 -0.27239 -0.20160 0.007 -0.006 0.003 0.451
H 3.67780 -1.68404 -1.23284 -0.015 0.015 -0.006 0.326
H 3.11178 -1.45675 1.75846 -0.042 -0.122 0.071 0.468
H 4.46032 -2.32498 1.04406 0.022 0.051 0.002 0.216
H 1.65568 -4.66512 2.08003 0.024 -0.011 -0.159 0.437
H 2.05057 -3.16661 2.86130 0.067 0.081 -0.055 0.278
H 3.96835 -5.45346 2.22740 0.073 0.048 -0.047 -0.187
H 3.51229 -4.79373 3.78596 -0.010 0.013 -0.004 0.471
H 4.54962 -3.85374 2.72107 -0.006 0.005 -0.034 0.287
H 2.39487 -3.53890 -1.18139 0.039 0.071 0.048 0.370
H 1.98058 -4.91307 -0.21861 0.001 0.014 0.158 0.351
H 4.88459 -3.93626 -0.47812 -0.020 0.020 0.018 0.242
H 4.13451 -5.08006 -1.58196 -0.015 0.012 0.003 0.428
H 4.32977 -5.50984 0.10634 0.060 0.062 0.055 -0.176
C 4.16046 -12.17366 3.72893 0.041 -0.024 0.020 -1.442
C 4.36684 -11.02962 2.74749 0.054 -0.152 -0.002 -0.322
N 4.34466 -9.72348 3.37659 -0.097 0.203 0.013 0.141
C 4.24280 -8.62672 2.43052 -0.120 0.078 -0.206 -0.693
C 5.40130 -8.41208 1.44831 -0.007 0.150 0.012 -0.906
C 5.28574 -9.53354 4.46698 0.067 -0.141 0.249 -0.662
C 6.77698 -9.74765 4.17896 0.061 0.090 0.072 -0.966
H 3.24963 -12.02712 4.31102 0.018 0.042 0.014 0.331
H 4.06753 -13.11427 3.18450 0.011 0.007 -0.009 0.442
H 4.99909 -12.27886 4.41866 -0.017 -0.003 0.008 0.294
H 3.55443 -11.06517 2.01639 0.017 0.144 -0.025 0.437
H 5.29618 -11.20798 2.18363 -0.009 -0.053 -0.016 0.262
H 4.07219 -7.69935 2.98389 0.064 -0.062 0.124 0.330
H 3.32944 -8.77902 1.84517 0.009 -0.119 0.032 0.325
H 6.27373 -7.98027 1.93706 0.041 -0.067 -0.001 0.191
H 5.09481 -7.71019 0.66926 -0.014 -0.021 -0.004 0.257
H 5.69948 -9.33660 0.95343 0.000 -0.016 0.021 0.361
H 4.99875 -10.20615 5.27989 -0.022 -0.050 -0.067 0.375
H 5.14087 -8.53142 4.87840 -0.055 0.050 -0.141 0.314
H 6.96188 -10.65941 3.60932 -0.033 -0.003 -0.010 0.243
H 7.32168 -9.83858 5.12120 -0.021 -0.005 0.003 0.378
H 7.21522 -8.90998 3.63875 0.003 -0.048 -0.083 0.273
```
Positions in Å, forces in eV/Å.

Values from the calculation:
* frontier orbital gap: 0.3134 Eh
* M: 613.87 g mol⁻¹
* E_HOMO: -7.8 eV
* electronic energy: -61517.7840 eV
* SMILES string: NPCCCC(F)(F)C(F)(F)F.CCN(CC)CC.CCN(CC)CC.CCN(CC)CC.CCN(CC)CC
* net charge: 0

# 2
Molecular formula: C3H5N2O2
Method: DFT, wB97M-V/def2-TZVPD

Geometry as XYZ:
```
12
Properties=species:S:1:pos:R:3:forces:R:3:nbo_charge:R:1
C 0.45699 -1.15990 3.49849 0.032 1.376 1.270 0.526
N 0.26313 -0.60474 2.51734 0.146 -2.272 3.604 -0.267
C 0.51111 0.06753 1.36464 -2.230 -1.153 -7.976 0.695
O 1.01894 1.11177 1.27696 0.961 1.362 0.846 -0.406
N -0.13832 -0.68340 0.23176 1.498 3.231 2.071 -0.307
O 0.28178 -0.38827 -1.09824 0.107 -0.080 2.552 -0.340
C -0.29555 0.79582 -1.78004 -1.152 -3.313 -1.674 -0.259
H 0.65505 -1.28342 4.59740 -0.327 -0.595 -1.294 0.338
H -0.27874 -1.64244 0.48940 -0.046 -0.755 -0.976 0.385
H -1.16684 0.34276 -2.32936 0.526 0.885 0.580 0.200
H 0.47583 0.91694 -2.51246 0.394 0.596 -0.324 0.223
H -0.57005 1.68609 -1.29099 0.091 0.718 1.322 0.211
```
Positions in Å, forces in eV/Å.

Values from the calculation:
* ΔE to the lowest compared entry with this formula, charge and spin: 5.023 eV
* frontier orbital gap (alpha / beta): 0.2792 / 0.2791 Eh
* M: 101.08 g mol⁻¹
* E_HOMO (alpha / beta): -14.1 / -14.1 eV
* electronic energy: -10254.6535 eV
* SMILES string: C#[N+]C(=O)NOC
* net charge: +1

# 3
Molecular formula: C18H40N5O11PtTi2
Method: DFT, wB97M-V/def2-TZVPD

Geometry as XYZ:
```
77
Properties=species:S:1:pos:R:3:forces:R:3:mulliken_spin:R:1
Pt -16.55666 2.58674 23.30940 -0.722 -1.804 1.091 2.865
Ti -15.94712 6.08425 23.21670 -0.389 -0.687 -0.079 3.086
Ti -17.37874 4.11596 20.41618 0.165 0.183 3.191 2.093
C -11.70876 6.02467 23.46944 -0.476 -0.954 0.687 0.086
C -11.67107 6.18747 21.97155 0.446 0.109 -0.287 -0.109
N -10.80888 5.18349 21.20539 -0.187 -1.118 -0.769 -0.018
C -11.53101 3.85205 21.12252 -0.199 -0.437 -0.039 0.011
C -10.71930 5.66498 19.77714 0.086 0.121 -0.299 0.002
C -9.80071 4.83731 18.90021 1.274 0.112 0.265 0.000
C -9.47156 4.92133 21.84942 0.338 1.704 0.485 -0.001
C -8.58802 6.17376 21.83040 -0.249 -0.381 0.239 -0.001
O -9.05152 7.16439 22.72100 -0.040 0.089 -0.492 -0.001
C -8.02133 8.07044 23.04427 0.914 -0.056 1.348 0.000
H -10.82427 6.20316 24.07470 0.280 0.352 -0.620 -0.002
H -11.98251 4.99195 23.70821 -0.079 0.023 0.001 -0.068
H -12.50814 6.62945 23.90073 -0.037 0.132 -0.278 0.037
H -11.31079 7.16080 21.64838 0.004 0.089 0.226 -0.002
H -12.66323 6.02823 21.54865 -0.097 0.075 0.049 0.118
H -12.11943 3.71757 20.21082 -0.213 0.854 0.058 -0.003
H -12.15672 3.78445 22.00587 0.192 -0.458 0.014 -0.001
H -10.83827 3.01858 21.02516 0.199 0.175 0.730 0.000
H -10.40332 6.70790 19.75437 0.068 -0.030 0.234 0.000
H -11.74619 5.63779 19.41422 0.027 -0.048 -0.103 0.000
H -8.74226 5.03446 19.11438 -0.140 0.353 0.181 0.000
H -9.89554 5.14740 17.86218 -0.433 -0.333 -0.048 0.000
H -9.82336 3.75645 19.03493 -0.773 -0.005 -0.323 0.000
H -8.89322 4.15987 21.33524 -0.559 -0.303 -0.150 0.000
H -9.68475 4.63616 22.87740 0.095 -0.362 -0.093 0.000
H -8.54142 6.55636 20.80722 0.252 0.158 -0.006 0.000
H -7.58682 5.85296 22.13243 0.083 -0.041 -0.089 0.000
H -7.50373 8.54874 22.21053 -0.410 -0.030 -0.290 0.000
H -7.25380 7.54732 23.63655 0.062 -0.131 -0.308 0.000
H -8.37692 8.81286 23.75771 -0.457 0.127 -0.423 0.000
C -18.41662 4.52846 22.94488 4.680 -2.177 -2.788 -0.012
O -18.40452 5.48010 22.13605 -0.877 2.894 -1.301 0.000
O -17.52470 4.46530 23.87348 0.132 2.114 2.951 0.038
O -18.52049 3.36864 22.39194 -2.325 -2.214 -1.987 0.011
C -14.95468 3.98534 21.69731 -3.328 -0.532 0.660 0.327
O -15.25559 5.03049 20.99930 -0.343 0.789 -1.279 -0.170
O -14.87424 4.10246 22.92596 3.292 2.093 2.651 -0.233
O -15.39256 2.82740 21.32761 -0.380 -0.415 -2.604 -0.152
O -10.75896 2.40474 23.88990 -0.232 0.058 -0.001 0.002
C -11.64967 1.83593 24.52083 1.218 0.054 -0.718 0.009
N -12.90918 2.31582 24.47924 -0.559 -0.194 0.361 0.012
C -11.31977 0.64770 25.38825 -0.459 0.877 0.747 -0.001
H -13.07818 3.19688 24.02655 -0.002 0.003 -0.073 -0.013
H -13.65639 1.99127 25.07003 0.114 -0.233 0.014 -0.003
H -11.07145 1.14812 26.33371 -0.144 -0.324 0.186 0.000
H -10.40725 0.13331 25.11378 -0.164 -0.051 -0.511 0.000
H -12.17129 -0.00698 25.56011 0.121 -0.149 -0.034 0.001
O -13.10847 4.20671 17.68468 -0.084 0.548 0.259 0.001
C -14.24838 3.91219 17.37375 1.123 -0.587 -0.717 0.003
N -15.19960 3.80004 18.33849 -1.298 0.162 0.153 0.014
C -14.53537 3.46800 15.94506 -0.491 -0.735 0.486 0.001
H -15.03184 4.14452 19.27535 0.561 -0.015 -0.151 0.010
H -16.11476 3.42112 18.14349 0.258 -0.158 -0.523 0.002
H -15.51070 2.99436 15.81366 -0.136 0.322 0.068 0.000
H -13.82356 2.66592 15.74819 0.189 0.172 -0.061 0.000
H -14.39524 4.23873 15.19421 0.055 0.232 0.219 0.000
O -12.67156 -1.25633 20.22974 -0.192 -0.040 0.444 0.000
C -13.34501 -0.35339 20.68553 -0.675 -0.250 -0.293 0.004
N -13.35897 0.86116 20.05867 0.461 -0.816 0.150 -0.004
C -14.27267 -0.45634 21.88393 1.161 1.004 1.511 -0.023
H -12.88700 0.77585 19.17016 -0.148 0.864 -0.046 0.002
H -13.91888 1.61234 20.41350 -0.191 0.227 -0.405 -0.001
H -15.24964 -0.90499 21.74583 0.112 -0.180 -0.365 0.000
H -14.39168 0.53677 22.35793 -0.377 -0.093 -0.628 0.029
H -13.72977 -0.93540 22.70416 -0.162 -0.713 -0.358 -0.013
O -15.10624 9.76374 19.31378 -0.277 -0.763 -0.272 0.003
C -15.45195 8.66395 19.72214 0.200 1.897 0.845 -0.032
N -14.52898 7.83735 20.28369 -0.555 0.020 -0.229 0.014
C -16.89975 8.25272 19.75016 -0.045 -0.373 -1.276 0.060
H -13.59133 8.13838 20.07400 0.190 -0.419 0.361 0.004
H -14.81117 6.93457 20.62898 0.568 -0.193 -0.286 0.016
H -17.38202 8.12767 20.71629 0.288 -0.121 0.156 -0.001
H -16.94283 7.33550 19.14432 -0.294 -0.202 0.362 -0.003
H -17.45173 8.98371 19.16318 -0.010 0.137 0.218 0.003
```
Positions in Å, forces in eV/Å.

Values from the calculation:
* ΔE to the lowest compared entry with this formula, charge and spin: 0.444 eV
* frontier orbital gap (alpha / beta): 0.1571 / 0.2571 Eh
* M: 793.35 g mol⁻¹
* multiplicity: 9
* expectation value of S²: 20.0109
* E_HOMO (alpha / beta): -8.5 / -11.7 eV
* electronic energy: -98753.2655 eV
* net charge: +1

> Among the records above, which one has the lowest M?

C3H5N2O2